(1)
{"formula": "C10H21N3O", "method": "wB97M-V/def2-TZVPD", "mol_weight_g_mol": 199.298, "largest_force_ev_per_a": 5.51, "relative_energy_ev": 3.6273, "homo_ev": -7.92, "e_tot_ev": -17225.2427, "elements": ["C", "C", "C", "C", "C", "C", "C", "C", "C", "C", "N", "N", "N", "O", "H", "H", "H", "H", "H", "H", "H", "H", "H", "H", "H", "H", "H", "H", "H", "H", "H", "H", "H", "H", "H"], "coordinates": [[3.079, -0.568, -0.892], [0.051, 2.178, 0.689], [4.036, 0.196, -1.716], [2.265, -1.643, -1.476], [-0.369, 3.149, -0.332], [-3.536, -0.985, 0.648], [-1.671, -1.017, -0.686], [-1.277, -1.499, 1.769], [-1.985, 0.791, 1.129], [-2.052, -0.631, 0.777], [3.078, -0.410, 0.381], [3.020, -0.284, 1.492], [-0.621, 1.172, 1.200], [1.362, 2.114, 0.904], [3.542, 0.979, -2.356], [4.578, -0.468, -2.486], [4.649, 0.769, -1.062], [1.498, -1.261, -2.144], [1.714, -2.154, -0.802], [2.841, -2.308, -2.148], [0.259, 3.959, -0.169], [-1.386, 3.425, -0.278], [0.013, 2.598, -1.220], [-3.791, -2.107, 0.414], [-4.088, -0.737, 1.521], [-3.995, -0.530, -0.256], [-1.981, -2.021, -0.937], [-2.019, -0.229, -1.357], [-0.523, -0.895, -0.716], [-1.493, -2.593, 1.600], [-1.567, -1.174, 2.821], [-0.161, -1.402, 1.648], [-2.339, 0.894, 2.119], [-2.657, 1.425, 0.527], [1.525, 1.269, 1.394]], "lowdin_charge": [-0.39, -0.45, -0.06, -0.05, 0.02, -0.10, -0.06, -0.06, -0.25, -0.63, -0.08, 0.21, 0.09, 0.03, 0.09, 0.11, 0.06, 0.07, 0.03, 0.09, 0.06, 0.07, 0.12, 0.12, 0.06, 0.09, 0.07, 0.08, 0.08, 0.09, 0.10, 0.07, 0.11, 0.13, 0.07]}

(2)
{"formula": "C10H21N3O4", "method": "wB97M-V/def2-TZVPD", "mol_weight_g_mol": 247.295, "largest_force_ev_per_a": 2.15, "relative_energy_ev": 2.8256, "smiles": "CC[C@H](C)[N+](=O)[O-].CNC(=O)[C@H](C)NC(C)=O", "homo_ev": -9.59, "e_tot_ev": -23369.3319, "elements": ["C", "C", "C", "C", "N", "O", "O", "H", "H", "H", "H", "H", "H", "H", "H", "H", "C", "N", "C", "O", "C", "C", "N", "C", "C", "O", "H", "H", "H", "H", "H", "H", "H", "H", "H", "H", "H", "H"], "coordinates": [[-0.795, -1.108, 5.668], [-0.376, -1.536, 4.260], [-1.131, -0.735, 3.184], [-0.798, -1.285, 1.793], [-0.835, 0.711, 3.238], [-1.798, 1.471, 3.363], [0.344, 1.073, 3.148], [-0.532, -0.061, 5.852], [-0.285, -1.725, 6.414], [-1.875, -1.225, 5.798], [-0.592, -2.603, 4.139], [0.705, -1.401, 4.143], [-2.205, -0.861, 3.357], [-1.359, -0.731, 1.036], [-1.073, -2.342, 1.722], [0.272, -1.190, 1.583], [3.332, 1.591, -3.334], [2.040, 1.354, -2.692], [1.694, 0.214, -2.076], [2.476, -0.725, -1.967], [0.274, 0.110, -1.468], [-0.407, -1.253, -1.688], [-0.650, 1.210, -1.791], [-1.144, 1.600, -2.968], [-0.951, 0.777, -4.227], [-1.763, 2.648, -3.035], [3.558, 0.776, -4.025], [3.311, 2.532, -3.885], [4.120, 1.634, -2.578], [1.354, 2.094, -2.723], [0.443, 0.189, -0.394], [-1.422, -1.241, -1.292], [0.165, -2.027, -1.174], [-0.434, -1.503, -2.747], [-0.908, 1.816, -1.027], [0.084, 0.468, -4.342], [-1.598, -0.096, -4.181], [-1.239, 1.381, -5.086]], "lowdin_charge": [-0.10, -0.21, -0.30, -0.04, -0.36, 0.08, 0.07, 0.08, 0.08, 0.08, 0.12, 0.12, 0.15, 0.07, 0.10, 0.09, -0.05, 0.02, -0.47, 0.05, -0.25, -0.04, 0.09, -0.56, 0.01, 0.04, 0.09, 0.09, 0.09, 0.13, 0.13, 0.08, 0.08, 0.07, 0.15, 0.07, 0.08, 0.09]}

(3)
{"formula": "C10H21N3O5", "method": "wB97M-V/def2-TZVPD", "mol_weight_g_mol": 263.294, "largest_force_ev_per_a": 18.45, "relative_energy_ev": 3.5980, "smiles": "CC[C@H](C)[C@H](N)C(=O)O.NC(=O)C[C@H](N)C(=O)O", "homo_ev": -9.13, "e_tot_ev": -25416.9175, "elements": ["C", "C", "C", "C", "C", "N", "C", "O", "O", "H", "H", "H", "H", "H", "H", "H", "H", "H", "H", "H", "H", "H", "N", "C", "O", "C", "C", "N", "C", "O", "O", "H", "H", "H", "H", "H", "H", "H", "H"], "coordinates": [[-2.649, 2.073, -2.960], [-2.302, 2.769, -1.642], [-0.906, 3.390, -1.901], [0.246, 2.383, -1.975], [-0.727, 4.477, -0.781], [0.380, 5.306, -1.150], [-0.204, 3.673, 0.415], [0.983, 3.413, 0.544], [-1.073, 3.200, 1.348], [-3.056, 2.788, -3.554], [-1.897, 1.629, -3.505], [-3.335, 1.381, -2.781], [-2.393, 2.132, -0.817], [-2.944, 3.534, -1.503], [-0.943, 3.881, -2.845], [1.209, 2.923, -2.035], [0.128, 1.709, -2.813], [0.305, 1.775, -1.074], [-1.603, 5.001, -0.572], [1.077, 5.064, -0.620], [0.189, 6.087, -1.128], [-1.987, 3.174, 1.035], [0.151, -3.596, -0.187], [0.578, -2.690, 0.739], [0.195, -1.541, 0.813], [1.649, -3.211, 1.743], [1.266, -4.530, 2.456], [1.763, -4.753, 3.827], [1.639, -5.754, 1.627], [1.729, -5.733, 0.402], [1.868, -6.845, 2.323], [0.743, -4.360, -0.371], [-0.438, -3.226, -0.923], [2.627, -3.335, 1.235], [1.727, -2.417, 2.460], [0.165, -4.559, 2.533], [1.281, -4.165, 4.488], [2.741, -4.470, 3.898], [1.817, -6.576, 3.252]], "lowdin_charge": [-0.06, -0.18, -0.30, -0.04, -0.22, 0.17, -0.45, 0.09, 0.12, 0.05, 0.05, 0.03, 0.10, 0.07, 0.13, 0.09, 0.07, 0.08, 0.13, 0.02, -0.07, 0.10, 0.18, -0.53, 0.05, -0.04, -0.28, 0.04, -0.48, 0.07, 0.14, 0.04, 0.12, 0.14, 0.11, 0.17, 0.09, 0.10, 0.09]}

(4)
{"formula": "C10H21N5", "method": "wB97M-V/def2-TZVPD", "mol_weight_g_mol": 211.313, "largest_force_ev_per_a": 3.69, "smiles": "[H]\\N=C/C=C(\\N=C(/N)[C@H]1CC[C@H]([NH3+])C1)[NH2+]C", "homo_ev": -15.43, "e_tot_ev": -18143.5560, "charge": 2, "elements": ["H", "N", "C", "C", "C", "N", "C", "N", "C", "C", "C", "C", "N", "C", "N", "C", "H", "H", "H", "H", "H", "H", "H", "H", "H", "H", "H", "H", "H", "H", "H", "H", "H", "H", "H", "H"], "coordinates": [[0.955, -1.804, -1.384], [1.530, -2.606, -1.611], [2.666, -2.417, -1.113], [3.264, -1.245, -0.486], [2.634, -0.133, -0.087], [1.214, 0.036, -0.119], [0.494, -0.001, 0.916], [0.915, -0.395, 2.167], [-0.964, 0.227, 0.735], [-1.283, 0.818, -0.623], [-2.842, 0.856, -0.655], [-3.062, -0.664, -0.083], [-4.433, -0.842, 0.505], [-1.979, -0.959, 0.920], [3.573, 1.075, 0.302], [4.086, 1.854, -0.951], [3.465, -3.257, -1.234], [4.405, -1.197, -0.410], [1.871, -0.638, 2.298], [0.260, -0.082, 2.897], [-1.190, 0.951, 1.526], [-0.798, 0.158, -1.385], [-0.908, 1.773, -0.740], [-3.268, 1.518, 0.097], [-3.258, 1.083, -1.623], [-3.143, -1.484, -0.801], [-4.603, -0.169, 1.284], [-4.543, -1.737, 0.992], [-5.126, -0.828, -0.320], [-1.550, -1.864, 0.692], [-2.301, -1.073, 1.942], [3.011, 1.823, 0.840], [4.389, 0.569, 0.862], [4.432, 2.865, -0.646], [5.003, 1.448, -1.422], [3.296, 1.824, -1.733]], "lowdin_charge": [0.02, 0.14, -0.25, -0.03, -0.24, 0.13, -0.38, 0.20, -0.24, -0.14, -0.04, -0.25, 0.19, -0.06, 0.06, 0.01, 0.14, 0.14, 0.10, 0.14, 0.16, 0.14, 0.10, 0.12, 0.12, 0.16, 0.19, 0.17, 0.22, 0.10, 0.13, 0.20, 0.22, 0.11, 0.11, 0.11]}

(5)
{"formula": "C10H21NNbO2S2", "method": "wB97M-V/def2-TZVPD", "mol_weight_g_mol": 344.323, "largest_force_ev_per_a": 2.53, "homo_ev": -5.12, "e_tot_ev": -39510.3628, "charge": -1, "elements": ["O", "C", "C", "Nb", "C", "C", "C", "S", "C", "S", "N", "C", "C", "O", "C", "C", "H", "H", "H", "H", "H", "H", "H", "H", "H", "H", "H", "H", "H", "H", "H", "H", "H", "H", "H", "H", "H"], "coordinates": [[3.839, 1.686, 1.181], [3.125, 0.699, 1.032], [3.203, -0.286, -0.046], [2.447, 0.467, -2.083], [1.350, 2.350, -1.504], [-0.017, 2.170, -0.823], [-1.107, 1.808, -1.846], [-1.986, 0.243, -1.653], [-2.385, 0.124, 0.036], [-2.764, 1.362, 1.040], [-2.413, -1.252, 0.345], [-3.282, -1.669, 1.443], [-2.529, -1.888, 2.773], [-1.294, -1.214, 2.842], [-0.398, -1.476, 1.774], [-1.085, -1.877, 0.468], [2.326, 0.513, 1.782], [4.254, -0.546, -0.250], [2.645, -1.196, 0.213], [4.011, 1.370, -2.470], [3.244, -0.930, -2.990], [0.976, -0.657, -2.039], [1.913, 0.837, -3.793], [2.034, 2.929, -0.857], [1.191, 2.977, -2.397], [0.039, 1.405, -0.034], [-0.319, 3.108, -0.331], [-1.858, 2.602, -1.921], [-0.640, 1.688, -2.835], [-3.740, -2.626, 1.144], [-4.083, -0.936, 1.556], [-3.133, -1.488, 3.598], [-2.398, -2.967, 2.964], [0.326, -2.258, 2.057], [0.172, -0.548, 1.620], [-1.208, -2.967, 0.377], [-0.456, -1.557, -0.372]], "lowdin_charge": [-0.06, -0.45, -0.35, 1.05, -0.41, -0.38, -0.51, 0.90, -1.11, 0.68, -0.22, -0.18, -0.20, -0.15, -0.18, -0.16, 0.09, 0.04, 0.02, -0.14, -0.18, -0.13, -0.16, 0.04, 0.02, 0.06, 0.09, 0.07, 0.05, 0.12, 0.09, 0.12, 0.12, 0.12, 0.10, 0.13, 0.06]}

(6)
{"formula": "C10H21NO4", "method": "wB97M-V/def2-TZVPD", "mol_weight_g_mol": 219.281, "largest_force_ev_per_a": 0.73, "relative_energy_ev": 0.0000, "homo_ev": -7.99, "e_tot_ev": -20389.5003, "elements": ["C", "C", "C", "O", "C", "C", "C", "C", "N", "C", "C", "H", "H", "H", "H", "H", "H", "H", "H", "H", "H", "H", "H", "H", "H", "H", "H", "H", "H", "H", "H", "C", "O", "O", "O", "H"], "coordinates": [[-1.474, 1.713, -1.389], [-0.385, 1.807, -2.466], [-0.223, 0.552, -3.311], [0.761, -0.345, -2.825], [0.334, -1.483, -2.121], [0.846, -1.566, -0.663], [-0.272, -1.531, 0.399], [-0.217, -0.366, 1.362], [1.148, -0.122, 1.950], [2.327, -0.463, 1.072], [1.926, -0.520, -0.385], [-1.709, 0.674, -1.140], [-2.406, 2.162, -1.728], [-1.199, 2.206, -0.457], [0.582, 2.041, -2.014], [-0.608, 2.634, -3.143], [0.085, 0.813, -4.326], [-1.184, 0.031, -3.400], [0.713, -2.353, -2.665], [-0.757, -1.551, -2.145], [1.348, -2.533, -0.573], [-0.320, -2.474, 0.947], [-1.245, -1.428, -0.088], [-0.575, 0.574, 0.954], [-0.841, -0.541, 2.220], [1.181, 0.871, 2.166], [1.197, -0.587, 2.855], [3.068, 0.321, 1.230], [2.771, -1.395, 1.421], [1.633, 0.467, -0.741], [2.831, -0.802, -0.928], [-2.175, 0.866, 3.691], [-3.069, 0.745, 4.514], [-0.893, 0.260, 4.135], [-2.087, 1.425, 2.588], [-1.110, -0.101, 5.003]], "lowdin_charge": [-0.08, -0.21, -0.22, -0.15, -0.17, -0.26, -0.11, -0.13, 0.09, -0.10, -0.14, 0.06, 0.08, 0.07, 0.10, 0.11, 0.12, 0.12, 0.13, 0.12, 0.14, 0.12, 0.12, 0.10, 0.09, 0.18, 0.17, 0.13, 0.13, 0.11, 0.14, -0.79, 0.00, -0.07, -0.04, 0.07]}

(7)
{"formula": "C10H22", "method": "wB97M-V/def2-TZVPD", "mol_weight_g_mol": 142.286, "largest_force_ev_per_a": 6.96, "relative_energy_ev": 5.8614, "homo_ev": -9.89, "e_tot_ev": -10721.5623, "elements": ["C", "C", "C", "C", "C", "C", "C", "C", "C", "C", "H", "H", "H", "H", "H", "H", "H", "H", "H", "H", "H", "H", "H", "H", "H", "H", "H", "H", "H", "H", "H", "H"], "coordinates": [[-2.778, 1.805, -3.226], [-3.211, 0.736, -2.382], [-2.584, -0.599, -3.010], [-1.581, -0.129, -4.019], [-1.281, 1.389, -3.528], [2.130, -0.583, 2.807], [3.116, -0.746, 3.933], [0.717, -1.256, 3.389], [2.559, -1.023, 1.469], [1.749, 0.944, 2.667], [-3.236, 1.930, -4.336], [-2.776, 2.825, -2.684], [-4.355, 0.365, -2.468], [-3.018, 0.802, -1.330], [-3.454, -1.291, -3.530], [-2.210, -1.233, -2.172], [-1.912, -0.365, -4.987], [-0.637, -0.935, -3.498], [-0.656, 2.154, -4.038], [-0.750, 1.144, -2.520], [2.736, -0.729, 4.977], [3.302, -1.793, 3.868], [3.912, 0.023, 3.500], [0.003, -0.837, 2.559], [0.649, -2.357, 3.268], [0.392, -0.673, 4.375], [1.781, -0.826, 0.705], [2.766, -2.089, 1.330], [3.506, -0.486, 1.133], [2.671, 1.401, 1.950], [0.800, 0.943, 1.956], [1.649, 1.489, 3.842]], "lowdin_charge": [-0.27, -0.27, -0.27, -0.21, -0.18, -0.74, -0.10, -0.07, -0.11, -0.12, 0.16, 0.13, 0.14, 0.09, 0.14, 0.09, 0.06, 0.18, 0.10, 0.12, 0.09, 0.06, 0.13, 0.07, 0.06, 0.11, 0.09, 0.08, 0.10, 0.12, 0.09, 0.15]}